Here is a cluster of 14 separate species, C27H82O19 in total from OMol25. Energies are from ωB97M-V with the def2-TZVPD basis set.

The geometry in XYZ format:
```
128
Properties=species:S:1:pos:R:3:mulliken_charge:R:1
C -1.47027 5.24302 -1.30848 -0.599
O -1.15077 6.41466 -0.56488 -0.336
C -1.57096 7.64162 -1.13889 -0.707
C -2.64321 8.30410 -0.29289 -0.328
O -1.97056 8.85087 0.82928 -0.311
C -2.79414 9.56456 1.70542 -0.762
H -1.07377 4.45776 -0.66673 0.148
H -0.93335 5.27139 -2.25796 0.318
H -2.54651 5.10930 -1.43299 0.334
H -1.82531 7.51692 -2.19418 0.442
H -0.69220 8.29065 -1.07091 0.314
H -3.35981 7.55824 0.05752 0.283
H -3.09897 9.10253 -0.88699 0.382
H -2.23132 10.40699 2.12420 0.251
H -3.12933 8.97577 2.56256 0.263
H -3.61905 10.07225 1.19239 0.324
C 0.29189 -5.66703 -1.49305 -0.643
O 0.80033 -5.42317 -0.20943 -0.364
C 1.97787 -4.61390 -0.21678 0.214
C 2.38677 -4.52756 1.24685 -0.694
O 1.58054 -3.61104 1.93513 0.071
C 1.60045 -3.72685 3.34462 -0.776
H -0.64209 -6.22330 -1.45844 0.217
H 1.07303 -6.24195 -2.02277 0.388
H 0.12448 -4.79844 -2.14523 0.118
H 1.69917 -3.66314 -0.68540 -0.313
H 2.79821 -5.06739 -0.78557 0.534
H 3.44246 -4.22329 1.26175 0.072
H 2.33240 -5.54882 1.63370 0.540
H 1.39651 -4.72292 3.74452 0.352
H 0.93663 -2.96647 3.74551 0.133
H 2.61743 -3.47064 3.67237 0.221
C 2.10457 -0.40619 -1.96057 0.555
O 2.78036 0.06360 -0.82368 -0.510
C 2.48296 -0.56576 0.39494 -0.284
C 0.99834 -0.55198 0.74529 1.289
O 0.55933 0.79122 0.75929 0.420
C -0.82871 0.83670 0.48925 -0.691
H 2.48061 0.09907 -2.84972 0.509
H 1.03010 -0.22725 -1.92247 -0.472
H 2.31001 -1.46642 -2.15610 -0.362
H 3.00952 0.03125 1.14407 0.385
H 2.86284 -1.58718 0.51013 -0.377
H 0.79684 -1.04832 1.69547 -0.114
H 0.50018 -1.16429 -0.01437 -1.116
H -1.46488 0.18453 1.09340 0.271
H -0.99719 0.56586 -0.55983 -0.119
H -1.18971 1.86569 0.52815 0.345
C -4.94761 -4.28993 -0.33596 -0.952
O -3.91588 -3.33827 -0.38213 -0.084
C -2.62982 -3.92302 -0.22044 -1.193
C -1.52239 -2.88259 -0.13082 0.989
O -1.60113 -1.86451 -1.10440 -0.081
C -1.00920 -2.25681 -2.32686 -0.438
H -5.81738 -3.83116 -0.81076 0.233
H -5.21702 -4.56732 0.68565 0.349
H -4.72399 -5.15938 -0.96506 0.350
H -2.46248 -4.39485 -1.20098 0.307
H -2.61847 -4.62431 0.61503 0.513
H -0.53532 -3.35620 -0.11425 -0.775
H -1.52879 -2.41791 0.86261 0.217
H 0.07568 -2.33992 -2.23710 -0.215
H -1.26880 -1.49385 -3.06125 0.232
H -1.40466 -3.18754 -2.74375 0.440
C -3.69704 2.19280 -2.58536 -0.454
O -4.66905 1.36640 -2.00150 -0.452
C -4.23847 0.61560 -0.90113 0.422
C -5.39620 -0.29883 -0.50313 -0.427
O -6.29667 0.58968 0.14543 -0.328
C -7.31187 -0.05361 0.87951 -0.793
H -3.18389 2.82576 -1.84974 0.115
H -4.17053 2.81109 -3.34053 0.389
H -2.87398 1.61693 -3.02352 0.204
H -4.00910 1.25459 -0.03925 0.223
H -3.31510 0.05030 -1.08031 -0.214
H -5.07789 -1.11278 0.15195 0.187
H -5.84262 -0.72901 -1.40499 0.353
H -6.92976 -0.81645 1.56962 0.288
H -7.99426 -0.52466 0.15484 0.299
H -7.85041 0.70822 1.44137 0.268
O 2.23656 -3.63183 -4.34611 -0.692
H 3.03193 -3.11649 -4.15812 0.281
H 2.46160 -4.54146 -4.11897 0.301
O 1.24592 -1.04888 -5.13926 -0.566
H 1.33892 -2.00200 -4.97245 0.362
H 2.04616 -0.80057 -5.61460 0.258
C 5.34776 -2.23032 3.00409 0.018
O 6.65605 -1.70797 3.20607 -0.576
H 4.66508 -1.97815 3.81009 0.133
H 4.95312 -1.77219 2.09126 -0.140
H 5.38223 -3.31247 2.85068 0.282
H 7.07861 -1.65639 2.34632 0.325
C 0.25501 2.49678 -3.41261 -0.135
O -0.88005 2.71120 -4.25973 -0.545
H 0.00341 1.63565 -2.79203 -0.043
H 1.23188 2.45337 -3.88916 0.365
H 0.28375 3.33312 -2.71610 0.017
H -0.88532 1.98119 -4.88852 0.298
C -1.50150 -0.02214 4.45348 -0.159
O -0.83185 -0.85960 5.38269 -0.559
H -2.10699 -0.62808 3.76547 0.212
H -2.22188 0.68102 4.88168 0.424
H -0.79726 0.54848 3.85038 -0.149
H -1.46220 -1.16568 6.03915 0.287
C 1.65618 2.75052 2.97909 -0.196
O 1.85735 4.01505 2.30121 -0.624
H 2.44449 2.04835 2.72756 0.154
H 1.64026 3.03001 4.02979 0.345
H 0.64002 2.43916 2.73893 0.013
H 2.00734 3.78747 1.37316 0.307
C 2.35553 -0.45497 4.29467 0.221
O 1.66461 0.48750 5.09497 -0.572
H 1.68394 -0.75672 3.48533 -0.553
H 3.21365 -0.00153 3.79984 0.299
H 2.66067 -1.33708 4.86293 0.454
H 0.81614 0.06494 5.29659 0.270
C 4.02935 2.88801 -1.61769 -0.759
O 2.87073 2.80496 -0.81245 -0.437
H 4.49873 3.86163 -1.45395 0.292
H 4.79179 2.14564 -1.37298 0.241
H 3.74706 2.86671 -2.67681 0.220
H 2.68521 1.84694 -0.67902 0.485
C 5.51759 -3.12332 -1.83301 -0.077
O 5.54850 -3.56682 -0.48114 -0.426
H 5.30014 -3.94257 -2.52480 0.273
H 4.66429 -2.44562 -1.87063 -0.289
H 6.44662 -2.62759 -2.11098 0.306
H 5.97127 -4.42097 -0.36458 0.272
```

Properties
HOMO-LUMO gap: 8.724 eV
HOMO: -9.03 eV
charge: 0
E_LUMO: -0.01111 Ha